1.
This record from the OMol25 dataset describes 5 unconnected molecules or ions with the total composition C27H67BBr2FN5O13S at a distorted geometry. The level of theory is the ωB97M-V functional and the def2-TZVPD basis.

The geometry in XYZ format:
```
117
Properties=species:S:1:pos:R:3:lowdin_charge:R:1
C 2.8702 2.9774 1.3518 -0.120
C 1.9791 3.9211 0.5684 -0.780
Br 1.5651 3.2449 -1.2002 0.777
C 0.7208 4.3517 1.3467 -0.718
Br 0.2541 6.1292 0.7509 0.844
N -0.3777 3.3723 1.1719 -0.222
O -0.1243 2.2051 1.9378 0.063
B -0.2174 1.0008 1.2122 -0.851
O -0.7468 0.8972 -0.0327 0.183
O 0.2443 -0.1129 1.8640 0.190
S -1.8842 3.9786 1.6806 0.533
O -2.5156 4.4914 0.5508 -0.238
O -1.8314 4.8063 2.8130 -0.233
F -2.6851 2.7128 2.0802 -0.100
H 2.3546 2.1002 1.7277 0.070
H 3.3579 3.4613 2.1905 0.084
H 3.6309 2.6024 0.6752 0.069
H 2.5397 4.8308 0.4157 0.056
H 0.9973 4.3418 2.3975 0.118
H -1.6732 1.1782 -0.0781 0.122
H 1.1327 -0.3347 1.5253 0.094
C 3.9625 -2.9329 -3.9471 -0.116
O 2.5819 -3.0923 -3.6889 -0.190
C 2.1915 -4.4275 -3.3785 -0.202
C 1.8289 -4.5602 -1.9133 -0.213
N 3.0036 -4.4504 -1.0557 -0.047
C 2.7028 -4.2819 0.3642 -0.195
C 1.8949 -3.0620 0.7968 -0.219
O 2.5752 -1.8241 0.6593 -0.197
C 2.5579 -1.2587 -0.6428 -0.079
H 4.1051 -1.9408 -4.3734 0.089
H 4.5582 -2.9967 -3.0295 0.074
H 4.3219 -3.6758 -4.6645 0.088
H 2.9585 -5.1521 -3.6662 0.126
H 1.2990 -4.6381 -3.9728 0.112
H 1.3547 -5.5311 -1.7443 0.111
H 1.0882 -3.7814 -1.6875 0.106
H 3.5548 -3.6591 -1.3589 0.064
H 3.6629 -4.2412 0.8847 0.120
H 2.1896 -5.1816 0.7179 0.119
H 1.7025 -3.1684 1.8669 0.125
H 0.9111 -3.0129 0.3175 0.116
H 1.6281 -1.4688 -1.1752 0.100
H 3.4154 -1.5941 -1.2297 0.076
H 2.6493 -0.1806 -0.5196 0.079
C 8.8852 6.7175 4.0754 -0.114
O 9.7405 5.6253 3.7997 -0.192
C 9.6768 4.5738 4.7556 -0.215
C 8.9935 3.3477 4.1860 -0.216
N 7.5658 3.5683 3.9891 -0.051
C 6.8945 2.5444 3.1902 -0.195
C 7.3690 2.3292 1.7533 -0.226
O 7.0861 3.4036 0.8728 -0.183
C 8.0068 4.4791 0.9332 -0.097
H 9.1702 7.5334 3.4131 0.089
H 7.8360 6.4712 3.8788 0.075
H 8.9907 7.0548 5.1100 0.088
H 9.1970 4.9026 5.6818 0.122
H 10.7100 4.3066 4.9934 0.122
H 9.1326 2.5078 4.8733 0.124
H 9.5019 3.0992 3.2456 0.103
H 7.4349 4.4612 3.5343 0.063
H 5.8381 2.8223 3.1497 0.107
H 6.9494 1.5934 3.7293 0.119
H 6.8147 1.4743 1.3568 0.119
H 8.4282 2.0533 1.6962 0.111
H 9.0229 4.1399 1.1458 0.089
H 7.6974 5.2215 1.6732 0.070
H 8.0027 4.9725 -0.0389 0.089
C -4.8957 -4.5587 -2.2795 -0.113
O -4.9534 -5.9264 -2.6380 -0.193
C -5.5766 -6.1792 -3.8914 -0.216
C -4.5671 -6.6152 -4.9331 -0.217
N -3.6912 -5.5184 -5.3261 -0.051
C -2.5225 -5.9202 -6.1062 -0.198
C -1.5220 -6.8872 -5.4774 -0.224
O -0.7784 -6.3492 -4.3989 -0.189
C -1.4395 -6.3612 -3.1469 -0.090
H -4.6017 -4.5055 -1.2326 0.089
H -4.1496 -4.0155 -2.8699 0.075
H -5.8698 -4.0756 -2.3930 0.088
H -6.1542 -5.3159 -4.2337 0.122
H -6.2761 -7.0041 -3.7303 0.121
H -5.0980 -6.9815 -5.8170 0.124
H -4.0036 -7.4561 -4.5080 0.103
H -3.3682 -5.0455 -4.4931 0.065
H -1.9809 -5.0033 -6.3509 0.120
H -2.8696 -6.3447 -7.0537 0.117
H -0.7839 -7.1255 -6.2474 0.121
H -1.9780 -7.8421 -5.1906 0.112
H -2.0939 -7.2279 -3.0305 0.091
H -2.0069 -5.4377 -3.0042 0.075
H -0.6792 -6.3959 -2.3667 0.072
C -10.2529 4.0580 0.9651 -0.116
O -8.9392 4.2130 0.4662 -0.192
C -8.0271 4.8006 1.3876 -0.213
C -7.0218 3.7882 1.8943 -0.214
N -7.6392 2.8050 2.7764 -0.050
C -6.7983 1.6460 3.0700 -0.197
C -6.3365 0.7663 1.9106 -0.231
O -7.3647 0.0212 1.2857 -0.178
C -8.1250 0.7271 0.3225 -0.098
H -10.8966 3.8060 0.1237 0.088
H -10.3162 3.2448 1.6964 0.075
H -10.6185 4.9832 1.4192 0.087
H -8.5504 5.2901 2.2140 0.122
H -7.4826 5.5715 0.8360 0.122
H -6.2303 4.3093 2.4414 0.124
H -6.5656 3.3127 1.0166 0.103
H -8.4950 2.4764 2.3501 0.065
H -7.3676 1.0124 3.7544 0.119
H -5.9157 1.9909 3.6184 0.116
H -5.6539 0.0221 2.3295 0.120
H -5.7567 1.3228 1.1639 0.107
H -7.5237 1.4619 -0.2182 0.089
H -8.9872 1.2166 0.7830 0.071
H -8.5092 0.0003 -0.3936 0.088
```

Properties
- LUMO level (eV) = 0.250
- charge = 0
- SMILES = C[C@@H](Br)[C@@H](Br)N(OB(O)O)S(=O)(=O)F.COCCNCCOC.COCCNCCOC.COCCNCCOC.COCCNCCOC
- E (eV) = -217463.023
- spin multiplicity = 1


2.
This record from the OMol25 dataset describes 3 unconnected molecules or ions with the total composition C13H28BF7INO5P at a distorted geometry. The level of theory is the ωB97M-V functional and the def2-TZVPD basis.

The geometry in XYZ format:
```
57
Properties=species:S:1:pos:R:3:nbo_charge:R:1
C -4.9215 -3.3992 4.2483 -0.415
N -4.6077 -4.1914 3.0313 -0.690
C -3.5291 -5.1830 3.2471 -0.416
B -4.4285 -3.3911 1.8631 0.870
O -5.5092 -2.9026 1.1918 -0.865
P -2.7103 -2.8448 1.1060 0.513
I -3.1490 -1.8760 -1.0741 0.210
C -1.9595 -1.4624 2.1490 0.449
F -3.0133 -0.8152 2.6681 -0.304
F -1.3173 -0.5920 1.4258 -0.269
C -1.0677 -1.9180 3.3365 0.547
F -1.8124 -2.5070 4.2611 -0.294
F -0.5268 -0.8389 3.8640 -0.268
C 0.0859 -2.8957 2.9542 0.917
F 0.9808 -2.8541 3.8881 -0.274
F 0.6714 -2.5719 1.8376 -0.289
F -0.4001 -4.1203 2.9102 -0.309
H -5.1219 -2.3441 4.0387 0.198
H -5.8470 -3.7901 4.6797 0.222
H -4.1444 -3.4594 5.0086 0.218
H -2.8415 -4.9220 4.0542 0.206
H -3.0087 -5.3887 2.3076 0.188
H -4.0078 -6.1232 3.5332 0.232
H -6.0699 -2.4545 1.8506 0.523
H -1.7950 -3.8852 0.8593 0.097
C -2.5421 2.4669 -3.0801 -0.255
O -2.0709 1.3002 -3.7365 -0.567
C -1.6239 1.5631 -5.0644 -0.091
C -0.1128 1.6102 -5.1420 -0.089
O 0.4069 2.7338 -4.4479 -0.548
C 0.9551 2.3997 -3.1835 -0.254
H -2.6925 2.2231 -2.0280 0.177
H -1.8236 3.2860 -3.1505 0.189
H -3.5001 2.7810 -3.5066 0.172
H -2.0594 2.4910 -5.4440 0.183
H -1.9828 0.7410 -5.6915 0.183
H 0.1806 1.7173 -6.1907 0.192
H 0.3240 0.6810 -4.7628 0.171
H 1.8978 1.8587 -3.3133 0.172
H 0.2625 1.7958 -2.5900 0.163
H 1.1580 3.3253 -2.6474 0.200
C 3.5186 3.0207 0.6836 -0.252
O 3.8637 3.2620 -0.6685 -0.555
C 5.0336 4.0628 -0.8006 -0.090
C 6.2403 3.2260 -1.1673 -0.090
O 6.6163 2.3617 -0.1031 -0.549
C 6.2125 1.0211 -0.3132 -0.253
H 2.7330 2.2648 0.6985 0.179
H 4.3716 2.6522 1.2584 0.182
H 3.1325 3.9355 1.1457 0.169
H 5.2211 4.6314 0.1145 0.179
H 4.8429 4.7763 -1.6080 0.188
H 7.0872 3.8939 -1.3515 0.190
H 6.0533 2.6579 -2.0833 0.176
H 6.8211 0.5604 -1.0983 0.170
H 5.1550 0.9555 -0.5835 0.171
H 6.3711 0.4746 0.6159 0.190
```

Properties
- LUMO level (eV) = -4.890
- charge = +1
- E (eV) = -62742.485
- spin multiplicity = 1


3.
This record from the OMol25 dataset describes C3H4N2O in the gas phase at a distorted geometry. The level of theory is the ωB97M-V functional and the def2-TZVPD basis.

The geometry in XYZ format:
```
10
Properties=species:S:1:pos:R:3:nbo_charge:R:1
C 0.9193 -0.4022 -0.4790 -0.005
C 1.4267 0.9829 -0.3506 0.095
C -1.5980 0.0458 0.2975 0.538
N -0.5181 -0.7409 0.0559 -0.652
N 1.8212 0.1928 0.5471 -0.287
O -1.7433 1.1402 -0.0930 -0.592
H 1.2466 -1.2073 -1.1532 0.205
H 1.2076 1.9528 -0.5257 0.221
H -2.2358 -0.4510 1.0072 0.098
H -0.5264 -1.5130 0.6939 0.378
```

Properties
- LUMO level (eV) = 0.810
- charge = 0
- relative energy (zero: lowest compared OMol25 entry of this formula, charge and spin) (kcal/mol) = 69.9
- SMILES = O=CN[C@H]1C=N1
- E (eV) = -8200.855
- spin multiplicity = 1


4.
This record from the OMol25 dataset describes a molecular structure, C28H36IrN12S2 at a distorted geometry. The level of theory is the ωB97M-V functional and the def2-TZVPD basis.

The geometry in XYZ format:
```
79
Properties=species:S:1:pos:R:3:mulliken_spin:R:1
Ir 0.5321 0.4033 0.4940 0.018
C 7.6126 -1.4175 -1.0406 0.017
C 6.2076 -1.3914 -0.4345 0.038
C 5.6166 -2.8124 -0.4831 0.019
C 6.3097 -0.9282 1.0303 0.021
C 5.2678 -0.4501 -1.1743 0.080
C 5.6935 0.2817 -2.3428 0.195
C 4.8510 1.1018 -3.0569 -0.037
C 3.5470 1.2420 -2.5999 0.160
S 2.2767 2.1502 -3.3041 0.006
C 1.2270 1.6314 -2.0337 0.003
N 1.8169 0.8691 -1.0854 0.036
C 3.0976 0.5670 -1.4080 0.202
C 3.9723 -0.2949 -0.7376 -0.029
C -0.1507 1.8760 -1.9212 0.119
C -0.8902 2.6625 -2.8380 0.012
C -2.2166 2.8857 -2.6002 0.015
C -2.8140 2.3297 -1.4497 0.099
C -2.1014 1.5434 -0.5541 -0.041
C -0.7523 1.2806 -0.7651 0.096
H 8.2370 -2.0975 -0.4629 0.000
H 8.0929 -0.4379 -1.0117 -0.003
H 7.6093 -1.7828 -2.0688 -0.003
H 6.2760 -3.4930 0.0551 0.001
H 5.5261 -3.1721 -1.5086 0.000
H 4.6294 -2.8632 -0.0136 -0.004
H 6.9946 -1.5824 1.5691 0.000
H 5.3396 -0.9806 1.5386 -0.002
H 6.6883 0.0921 1.1061 0.000
H 6.7115 0.1629 -2.6856 -0.007
H 5.1947 1.6134 -3.9461 0.004
H 3.6161 -0.9061 0.0778 -0.022
H -0.4079 3.0938 -3.7075 -0.002
H -2.8043 3.4946 -3.2731 0.002
H -3.8614 2.5326 -1.2596 0.001
H -2.6090 1.1493 0.3166 0.002
N -2.1641 -0.3853 3.6097 0.000
C -1.5870 -0.8792 2.5164 0.000
N -0.8170 0.0719 2.0059 -0.002
C -0.9858 1.1377 2.8499 0.001
N -1.7966 0.8867 3.8391 0.000
C -0.2867 2.3750 2.5280 0.000
C -0.4381 3.5757 3.2069 -0.001
N 0.1823 4.6768 2.8042 0.000
C 0.9515 4.5941 1.7288 0.000
C 1.1176 3.4011 1.0306 -0.004
N 0.5076 2.2885 1.4399 0.006
H -2.8085 -0.8412 4.2450 0.000
H -1.7232 -1.8772 2.1340 0.000
H -1.0773 3.6395 4.0802 0.000
H 1.4513 5.4971 1.3993 0.000
H 1.7498 3.3380 0.1560 0.001
C 3.5544 -1.9178 4.2636 0.000
C 2.7996 -2.4264 3.0952 0.000
N 2.5904 -3.6620 2.7856 0.000
N 1.8326 -3.6368 1.6490 0.000
C 1.5577 -2.4109 1.2290 0.001
S 0.6573 -1.8991 -0.1378 0.000
N 2.1672 -1.6185 2.1451 0.001
N 2.1580 -0.2207 2.0129 -0.002
H 4.1653 -2.7261 4.6597 0.000
H 2.8768 -1.5901 5.0547 0.000
H 4.2100 -1.0897 3.9902 0.000
H 1.5708 -4.5103 1.2127 0.000
H 3.0639 0.0630 1.6362 0.000
H 2.0586 0.2082 2.9323 0.000
N -4.5073 -3.6102 -3.5271 0.000
C -4.8170 -2.5913 -2.4495 0.000
C -3.7125 -2.4321 -1.4015 0.000
N -2.4909 -1.7162 -1.7661 -0.001
H -5.3105 -3.7291 -4.1529 0.000
H -4.3031 -4.5313 -3.1301 0.000
H -3.7140 -3.3344 -4.1095 0.000
H -5.7366 -2.9328 -1.9766 0.000
H -5.0260 -1.6547 -2.9647 0.000
H -3.4379 -3.4118 -1.0030 0.000
H -4.1948 -1.8981 -0.5801 0.000
H -2.6880 -0.8676 -2.2848 0.001
H -1.8639 -2.2881 -2.3191 0.000
```

Properties
- LUMO level (spin up / spin down) (eV) = -10.906 / -13.709
- charge = +4
- relative energy (zero: lowest compared OMol25 entry of this formula, charge and spin) (kcal/mol) = 18.9
- E (eV) = -71975.567
- spin multiplicity = 2


- charge of number 1 (C27H67BBr2FN5O13S)?
  0


- E of number 3 (C3H4N2O)?
  -8200.855 eV